(1)
Here is a cluster of 2 separate species, C2H7N3 in total from the Open Molecules 2025 dataset. Energies are from ωB97M-V/def2-TZVPD.

```
12
Properties=species:S:1:pos:R:3:forces:R:3
N 2.20367 0.84576 1.27523 0.712 -0.616 -0.412
H 2.80459 -0.55461 -0.54551 0.353 -0.604 -0.207
H 0.37504 0.52930 0.34395 -0.052 0.089 0.419
C 1.42517 0.26183 0.34305 -0.745 -0.162 -0.822
H 1.95608 1.55556 1.95974 -0.459 -0.056 -0.114
N 1.78991 -0.56354 -0.59027 -0.076 0.905 0.658
H 3.13364 0.44917 1.28982 0.220 0.444 0.437
H -2.52833 0.65148 -0.87580 0.340 -0.023 0.174
C -2.96888 -0.30487 -0.58856 -0.181 0.098 -0.280
N -2.63779 -1.41611 -1.10697 0.383 0.528 0.537
H -1.78885 -1.23734 -1.65687 -0.328 -0.258 -0.250
H -3.76425 -0.21662 0.15219 -0.167 -0.345 -0.140
```
Forces are in eV/Å.

Its total charge is -1. Its multiplicity is 2. The value obtained for the relative energy (zero: lowest compared OMol25 entry of this formula, charge and spin) is 95.9 kJ/mol. Its HOMO energy (alpha / beta) is 1.202 / -5.077 eV.

=====

(2)
Here is an isolated molecule of C2H7N3 from the Open Molecules 2025 dataset. Energies are from ωB97M-V/def2-TZVPD.

```
12
Properties=species:S:1:pos:R:3:forces:R:3
H 2.56816 -0.18913 -0.31725 1.857 1.406 -0.559
H 1.99581 -1.42390 0.53232 -0.665 0.226 -0.105
H -1.80529 1.09384 -0.44638 0.387 0.308 -0.081
C 0.65557 0.17264 0.11195 0.483 0.726 -0.762
H -2.44851 -0.50104 -0.78735 0.751 0.235 0.639
N 0.78523 1.44072 0.03520 0.511 0.476 0.683
C -1.84985 0.09126 -0.04725 -1.170 0.166 -0.041
N -0.55268 -0.48303 0.20712 0.627 0.153 0.020
N 1.76067 -0.66874 -0.11075 -1.614 -2.178 0.992
H -2.44487 0.14996 0.87258 0.098 -0.059 -0.128
H 1.79741 1.69702 0.13437 -1.334 -0.258 -0.344
H -0.46166 -1.37959 -0.18457 0.069 -1.201 -0.314
```
Forces are in eV/Å.

Its multiplicity is 1. Its SMILES is [H]/N=C(\N)NC. The value obtained for the relative energy (zero: lowest compared OMol25 entry of this formula, charge and spin) is 33.5 kJ/mol. Its HOMO energy is -8.951 eV.

=====

(3)
Here is an isolated molecule of C2H7N3 from the Open Molecules 2025 dataset. Energies are from ωB97M-V/def2-TZVPD.

```
12
Properties=species:S:1:pos:R:3:forces:R:3
H -0.59666 -0.67748 1.34980 -0.688 0.247 -0.938
H -1.52224 1.31970 0.08457 -0.579 -0.923 0.017
H 0.64424 -1.61439 -0.60926 0.359 1.446 0.258
C -1.80228 0.23888 -0.10601 -2.304 1.171 -1.466
C 1.44728 0.23048 0.00994 -0.686 0.033 -0.565
N 0.39122 -0.62148 -0.41182 -0.266 -1.033 0.643
H 3.31423 0.61086 0.11942 -1.261 -1.968 0.159
H 1.06716 1.35135 0.11778 1.023 -2.268 0.018
N 2.64652 -0.24680 0.06104 -0.069 3.149 -0.143
N -0.85674 -0.70302 0.34410 2.385 -0.667 0.836
H -1.85771 0.13477 -1.25119 -0.009 0.132 1.699
H -2.87501 -0.02287 0.29162 2.093 0.681 -0.517
```
Forces are in eV/Å.

Its multiplicity is 1. Its SMILES is [H]/N=C/NNC. The value obtained for the relative energy (zero: lowest compared OMol25 entry of this formula, charge and spin) is 214.7 kJ/mol. Its HOMO energy is -9.323 eV.

=====

(4)
Here is an isolated molecule of C2H7N3 from the Open Molecules 2025 dataset. Energies are from ωB97M-V/def2-TZVPD.

```
12
Properties=species:S:1:pos:R:3:forces:R:3
H 2.67792 1.07739 -0.77914 0.079 0.139 -0.078
H -2.67788 -0.46480 -0.34014 -0.138 -0.321 0.237
H -0.49084 -1.17886 1.50811 -0.014 0.105 -0.085
H 1.23842 1.19174 -1.79675 -0.072 0.060 0.041
N -2.31022 -0.75869 0.55616 -0.016 0.172 0.229
C 1.58927 1.12114 -0.77078 0.666 -0.989 0.431
C -0.93247 -0.70404 0.62229 0.434 -0.279 -0.184
N 1.12226 -0.18723 -0.23295 0.754 1.174 -0.247
H 1.48538 -0.39721 0.70354 -0.123 0.307 -0.233
H -2.74207 -1.54125 1.03095 -0.021 0.283 -0.396
H 1.28355 2.01032 -0.20373 -0.198 -0.260 0.020
N -0.24332 -0.16850 -0.29754 -1.352 -0.391 0.266
```
Forces are in eV/Å.

Its multiplicity is 1. Its SMILES is CN/N=C/N. The value obtained for the relative energy (zero: lowest compared OMol25 entry of this formula, charge and spin) is 138.2 kJ/mol. Its HOMO energy is -7.736 eV.

=====

(5)
Here is an isolated molecule of C2H7N3O from the Open Molecules 2025 dataset. Energies are from ωB97M-V/def2-TZVPD.

```
13
Properties=species:S:1:pos:R:3:forces:R:3
N 1.66620 -0.17422 -0.22241 0.617 0.009 -0.242
H 0.66496 -0.19505 1.56804 -0.117 0.027 -0.122
N 0.12289 1.43898 0.44416 -0.020 0.678 0.155
H -0.66166 1.66879 1.04342 0.129 -0.091 -0.073
O -1.73467 0.53950 -1.32744 0.615 -1.754 0.461
H -0.12165 1.73154 -0.49783 0.072 -0.035 0.114
H -1.57460 -0.68512 0.83886 -0.074 -0.017 -0.201
C 0.49489 0.08692 0.52437 -0.980 -0.872 0.024
H -0.47710 -1.95072 0.12345 -0.085 0.039 -0.051
H 1.95101 -1.14277 -0.17988 -0.050 0.046 -0.097
C -0.81154 -0.91514 0.08843 0.636 0.571 1.284
N -1.11019 -0.52856 -1.21703 -0.748 1.515 -1.272
H 1.59145 0.12586 -1.18613 0.004 -0.116 0.020
```
Forces are in eV/Å.

Its multiplicity is 1. Its SMILES is NC(N)CN=O. The value obtained for the relative energy (zero: lowest compared OMol25 entry of this formula, charge and spin) is 362.3 kJ/mol. Its HOMO energy is -8.766 eV.

=====

(6)
Here is a structure of composition C2H7N3O from the Open Molecules 2025 dataset. Energies are from ωB97M-V/def2-TZVPD.

```
13
Properties=species:S:1:pos:R:3:forces:R:3
H -1.12325 2.05294 -0.49485 -0.053 -0.165 -0.010
N 0.86083 -0.40024 -0.10038 -0.171 1.406 -0.616
N -0.22801 1.58622 -0.38607 -0.025 -0.034 -0.301
H -1.56494 -1.37453 -0.61338 -0.070 0.011 0.008
N 2.08345 0.31197 -0.01858 -0.022 -0.300 0.384
O 0.81107 -1.46349 0.92392 0.869 -0.287 -2.983
H -2.47000 0.12369 -0.25486 0.056 -0.030 -0.055
C -1.59161 -0.46998 -0.00586 0.029 0.018 -0.151
H 2.14324 0.65776 0.93910 0.011 0.220 -0.072
H 1.07886 -1.69177 -0.17450 -0.549 -1.088 2.742
H 1.99904 1.11544 -0.63955 -0.151 -0.133 0.155
C -0.34458 0.33652 -0.21080 0.021 0.371 0.927
H -1.65410 -0.78453 1.03581 0.054 0.010 -0.031
```
Forces are in eV/Å.

Its multiplicity is 1. The value obtained for the relative energy (zero: lowest compared OMol25 entry of this formula, charge and spin) is 508.6 kJ/mol. Its HOMO energy is -9.067 eV.

=====

(7)
Here is a cluster of 2 separate species, C2H7N3O in total from the Open Molecules 2025 dataset. Energies are from ωB97M-V/def2-TZVPD.

```
13
Properties=species:S:1:pos:R:3:forces:R:3
H 1.01945 -2.60977 0.23378 -0.010 0.045 -0.046
H 1.44399 0.53224 -0.95781 0.065 0.036 -0.042
N -0.85313 0.48980 0.96083 2.859 -0.765 1.677
N -1.81029 -1.11069 -0.24991 0.829 0.362 0.841
H 0.19362 1.76634 -1.15349 0.012 -0.164 0.267
C 0.35590 0.88580 0.82451 -1.598 1.107 -0.482
C 0.94704 1.36815 -0.46331 0.147 -0.406 -0.300
O 0.83420 -1.72020 -0.08246 -0.736 -0.170 -0.116
H 0.85958 1.14674 1.74409 0.086 -0.204 0.164
N -1.77109 0.05270 0.24462 -3.004 -0.037 -2.044
H 1.68241 2.14356 -0.26535 0.050 0.021 0.014
H -2.73256 -1.27183 -0.65917 0.191 0.493 -0.002
H -0.16913 -1.67284 -0.17633 1.109 -0.319 0.070
```
Forces are in eV/Å.

Its multiplicity is 1. Its SMILES is [H]/N=N/N=C\C.O. The value obtained for the relative energy (zero: lowest compared OMol25 entry of this formula, charge and spin) is 362.1 kJ/mol. Its HOMO energy is -9.132 eV.

=====

(8)
Here is an isolated molecule of C2H7N3O from the Open Molecules 2025 dataset. Energies are from ωB97M-V/def2-TZVPD.

```
13
Properties=species:S:1:pos:R:3:forces:R:3
N -1.33181 0.07540 -0.89633 0.198 0.037 0.395
H 2.16623 1.28373 0.36299 0.181 -0.003 -0.180
C 1.34641 -0.24461 -0.62993 0.371 0.079 0.730
H -2.60638 -0.69835 1.21436 0.196 0.132 -0.009
H 2.12702 -0.98637 -0.44605 -0.143 0.127 0.223
C -0.88889 -0.23602 0.26783 -0.321 0.327 -1.908
N 1.90711 1.07616 -0.59818 -0.684 -0.177 -0.056
H 0.89422 -0.47670 -1.59755 -0.358 0.263 0.475
O 0.41051 -0.42271 0.52295 0.439 -0.366 -0.914
H -2.34438 0.19850 -0.85065 0.278 -0.035 -0.122
H 1.15958 1.72816 -0.83287 0.229 -0.004 -0.090
H -1.18411 -0.90066 2.11230 -0.212 0.121 -0.008
N -1.65550 -0.39654 1.37113 -0.174 -0.501 1.465
```
Forces are in eV/Å.

Its multiplicity is 1. Its SMILES is [H]/N=C(\N)OCN. The value obtained for the relative energy (zero: lowest compared OMol25 entry of this formula, charge and spin) is 83.5 kJ/mol. Its HOMO energy is -9.344 eV.

=====

Q: What is the formula in the fifth record?
A: C2H7N3O